Computed, not measured: a molecular structure, C6H7KLiO7 at a distorted geometry, with ωB97M-V/def2-TZVPD.

```
! RIJCOSX wB97M-V def2-TZVPD def2/J DEFGRID3
* xyz 1 1
O -1.8577 -1.5993 -0.5465
C -2.4399 -1.5856 0.7362
C -1.3187 -0.6905 1.1517
O -1.6188 0.8956 0.3940
C -0.6902 1.8035 0.4178
O 0.1222 1.5509 -0.6542
O -0.5064 2.6596 1.2404
K -1.7181 -4.1668 -1.8615
Li -2.0195 0.0902 -1.3788
H -2.3807 -2.5480 1.2679
H -3.4469 -1.1511 0.8193
H -0.3076 -1.1067 1.1962
H -1.4764 -0.2236 2.1259
O 2.5593 -0.4170 -0.8140
C 2.3843 -0.2440 0.4928
C 2.2018 0.7660 -1.5291
O 2.6799 -1.0294 1.3426
O 1.8700 0.9755 0.7389
C 1.5075 1.6173 -0.4681
H 1.5330 0.4926 -2.3508
H 3.1092 1.2450 -1.9115
H 1.8136 2.6658 -0.4090
*
```

Energy above the lowest of the compared OMol25 structures with the same formula, charge and spin (kcal/mol): 34.7
Lowest unoccupied orbital energy (Ha): -0.1458
Max |F| (eV Å⁻¹): 5.253
Energy (eV): -37191.8802
HOMO level (eV): -12.1

=====

Computed, not measured: a molecular structure, C25H27BN5O6S2Tl at a distorted geometry, with ωB97M-V/def2-TZVPD.

```
! RIJCOSX wB97M-V def2-TZVPD def2/J DEFGRID3
* xyz 0 1
Tl 0.3331 -0.9538 2.2264
C -3.4401 4.4697 -0.4700
C -2.9415 3.1523 0.1198
O -2.7097 2.2133 -0.5628
N -2.6005 3.2217 1.4669
C -1.8701 2.1758 2.1411
C -0.5700 2.5854 2.7748
C -0.2125 3.9132 2.9295
C 0.9571 4.2030 3.6110
C 1.7319 3.1865 4.1209
C 1.3219 1.8977 3.8663
N 0.2171 1.6317 3.1931
H -2.6399 4.8312 -1.1230
H -3.6622 5.2151 0.2560
H -4.3237 4.2798 -1.1116
H -2.8742 4.0705 1.9239
H -1.6745 1.4675 1.3152
H -2.5007 1.6625 2.8303
H -0.8218 4.7210 2.4518
H 1.1964 5.2552 3.6825
H 2.6423 3.2908 4.6604
H 1.9508 1.0775 4.0975
C 2.8040 2.6052 -1.2110
C 1.7185 1.7048 -0.7291
N 1.8444 0.9743 0.2918
O 3.1033 1.1829 0.8819
C 0.4688 1.7033 -1.5066
C -0.0033 2.9905 -2.1065
N -0.1587 0.5983 -1.5494
O -1.3279 0.6367 -2.3311
H 3.0936 2.5396 -2.2805
H 3.7058 2.4787 -0.6225
H 2.4733 3.6190 -0.9986
H 3.1738 0.5056 1.5620
H -0.0436 3.6821 -1.2183
H -0.9446 2.8546 -2.6578
H 0.6530 3.3625 -2.8484
S 3.0057 -1.2451 3.1253
C 3.1211 -2.5322 2.0709
N 2.4372 -2.6612 0.9799
C 2.6531 -3.9207 0.3827
C 2.0599 -4.3114 -0.8201
C 2.3328 -5.5939 -1.2560
C 3.2306 -6.4613 -0.5982
C 3.9158 -6.0256 0.5012
C 3.6286 -4.7458 0.9816
S 4.1836 -3.9363 2.4765
H 1.3043 -3.6986 -1.2938
H 1.7535 -5.9166 -2.1201
H 3.3904 -7.3842 -1.0992
H 4.5816 -6.6442 1.0429
O 4.3939 0.3709 -2.1294
H 3.9671 -0.4532 -2.2806
H 4.5813 0.4524 -1.1703
O -1.9012 -1.6990 -1.4577
B -2.0911 -0.5093 -2.2154
O -3.2643 -0.5021 -2.9263
C -3.8817 -1.6411 -2.5641
C -5.1109 -2.1814 -2.9036
C -5.4314 -3.3841 -2.2935
C -4.6275 -4.0616 -1.4215
C -3.4299 -3.4994 -1.0058
C -3.0940 -2.3033 -1.6220
H -5.8063 -1.6457 -3.5346
H -6.3515 -3.8615 -2.5844
H -4.8683 -4.9931 -1.0072
H -2.7519 -4.0175 -0.3328
*
```

Energy above the lowest of the compared OMol25 structures with the same formula, charge and spin (kcal/mol): 13.6
Lowest unoccupied orbital energy (Ha): 0.0081
Max |F| (eV Å⁻¹): 2.887
Energy (eV): -73140.8298
HOMO level (eV): -7.6

=====

Which value of max |F| does entry 1 give? 5.253 eV Å⁻¹